(1)
This record from the Open Molecules 2025 dataset describes a cluster of 2 separate species, C2H2FNO2 in total in a non-equilibrium geometry. The level of theory is ωB97M-V with the def2-TZVPD basis set.

Positions of all 8 atoms, in Å:
O 0.142 1.310 0.864
H 0.024 -0.502 -1.011
O -2.708 -1.828 -0.468
H 0.526 0.418 0.997
F -1.025 0.624 -2.314
N -0.451 1.444 -0.328
C -0.444 0.484 -1.134
C -2.620 -0.807 0.008

orbital gap = 10.9 eV
energy above the lowest of the compared OMol25 structures with the same formula, charge and spin = 3.029 eV
E_HOMO = -10.2 eV
spin multiplicity = 1
charge = 0

Need the Mulliken charges? In units of e they are:
1 O -0.2940
2 H 0.4053
3 O -0.1595
4 H 0.3111
5 F -0.2120
6 N -0.1838
7 C -0.0537
8 C 0.1865

=====

(2)
This record from the Open Molecules 2025 dataset describes a cluster of 2 separate species, CH2ClN2O2 in total in a non-equilibrium geometry. The level of theory is ωB97M-V with the def2-TZVPD basis set.

Positions of all 8 atoms, in Å:
N -0.201 2.426 -0.615
H 0.898 -0.442 -0.649
H -0.153 1.409 -0.622
Cl -1.143 -1.029 -1.490
O 0.208 3.703 1.155
C 0.339 -0.134 -1.550
N 0.242 2.623 0.568
O 0.671 1.578 1.113

orbital gap (alpha / beta) = 6.7 / 6.7 eV
energy above the lowest of the compared OMol25 structures with the same formula, charge and spin = 4.807 eV
E_HOMO (alpha / beta) = -4.1 / -4.1 eV
spin multiplicity = 1
charge = -1

Need the Mulliken charges? In units of e they are:
1 N -0.7995
2 H 0.1513
3 H 0.2255
4 Cl -0.0909
5 O -0.7497
6 C -0.1776
7 N 1.1778
8 O -0.7367

=====

(3)
This record from the Open Molecules 2025 dataset describes a structure of composition C43H30N7O6PPd. The level of theory is ωB97M-V with the def2-TZVPD basis set.

Positions of all 88 atoms, in Å:
H -3.974 -4.712 -0.633
H -1.354 1.704 3.838
Pd -0.076 0.683 -1.334
H -0.423 -1.472 -6.057
C -4.943 0.266 -1.518
N -2.161 0.681 -1.627
H 2.539 -0.026 3.608
H -5.003 2.174 -0.567
H -0.351 -0.560 -3.761
H 0.252 -4.501 -2.218
C -1.754 5.905 -0.659
H 1.159 1.636 7.326
H -1.966 -3.940 -1.761
H -2.836 5.847 -0.656
N -2.628 2.931 -0.957
C -0.286 -2.142 -5.218
C 4.018 -0.255 -2.280
C 4.157 1.830 -1.127
N -0.183 2.667 -1.189
C -0.138 -3.504 -5.428
C 0.314 0.457 2.092
O -0.486 1.187 1.497
C -1.106 7.096 -0.485
C 2.712 1.995 -1.229
C -4.408 1.409 -1.046
H -6.005 0.068 -1.414
H 0.178 -5.415 -4.496
H 3.851 -5.159 1.273
C 1.775 0.483 4.178
C 4.790 0.759 -1.640
C -2.990 1.718 -1.196
H 4.688 2.644 -0.654
H 0.164 -3.017 1.477
C -2.757 -0.412 -2.155
N -1.274 2.299 6.472
H -1.546 -0.793 1.106
H 0.806 8.124 -0.335
C 2.663 -0.129 -2.227
C -1.553 -2.354 -0.359
C -0.992 4.730 -0.844
C -0.200 1.689 5.659
C -3.201 -2.120 1.392
O 0.941 -0.548 1.687
N 1.977 0.890 -1.667
H 4.471 -1.113 -2.758
O 3.409 0.816 7.326
C -4.092 -0.678 -2.163
H -3.570 -1.572 2.250
N 3.255 0.471 6.161
C 1.969 0.803 5.512
O 4.087 -0.128 5.502
H -2.088 -1.127 -2.618
O -0.989 2.667 7.605
C 3.118 -4.510 0.811
C 0.902 3.493 -1.032
C 0.995 1.404 6.286
H 2.164 6.081 -0.634
H 2.554 -2.850 -2.065
C 1.237 -2.799 -0.367
H -4.463 -1.592 -2.605
C 0.087 -3.834 -3.057
C -0.427 1.425 4.317
H 1.801 -4.508 2.506
H 2.052 -0.882 -2.702
P -0.020 -1.685 -1.143
H 5.869 0.671 -1.577
C 0.323 7.163 -0.479
C 1.970 -4.146 1.500
C -2.274 -3.437 -0.855
H 4.203 -4.309 -1.031
C -0.249 -1.631 -3.928
N 2.232 3.159 -0.952
C -2.045 -1.688 0.760
C 0.569 0.808 3.571
C 0.434 4.795 -0.834
H -1.677 8.008 -0.342
C 1.042 -3.299 0.919
C 3.317 -4.031 -0.474
H -0.162 -3.907 -6.433
C -1.337 3.389 -1.042
C -0.072 -2.467 -2.828
H -4.799 -3.557 1.402
C -3.427 -3.874 -0.220
C 1.082 6.037 -0.647
C 2.382 -3.188 -1.056
O -2.383 2.383 5.974
C 0.051 -4.350 -4.342
C -3.892 -3.223 0.913

orbital gap = 3.0 eV
E_HOMO = 0.3 eV
spin multiplicity = 1
charge = -2

Atomic partial charges in e from the Mulliken method, atoms 1 to 8:
1 H 0.3730
2 H 0.6891
3 Pd 0.4528
4 H 0.4403
5 C -0.5306
6 N 0.3304
7 H 0.7133
8 H 0.4478

=====

(4)
This record from the Open Molecules 2025 dataset describes an isolated molecule of CH5N3 in a non-equilibrium geometry. The level of theory is ωB97M-V with the def2-TZVPD basis set.

Positions of all 9 atoms, in Å:
H -0.153 1.694 0.307
N -0.363 1.534 -0.788
H -0.028 -1.780 -0.222
H 0.129 0.031 -2.168
C -0.010 0.262 -1.210
H 0.773 -0.216 1.899
H -0.732 -0.604 1.518
N 0.338 -0.719 -0.292
N 0.046 -0.201 0.956

orbital gap = 9.5 eV
energy above the lowest of the compared OMol25 structures with the same formula, charge and spin = 4.389 eV
E_HOMO = -8.8 eV
spin multiplicity = 1
SMILES string = [H]/N=C\NN
charge = 0

Atomic partial charges in e from the Mulliken method, atoms 1 to 8:
1 H 0.3614
2 N -0.6149
3 H 0.2846
4 H 0.4244
5 C -0.1250
6 H 0.2566
7 H 0.2106
8 N -0.1537

=====

(5)
This record from the Open Molecules 2025 dataset describes a structure of composition C31H25F3N6OPSSn. The level of theory is ωB97M-V with the def2-TZVPD basis set.

Positions of all 69 atoms, in Å:
H 1.882 -1.391 -1.001
C 3.275 0.169 -1.704
C 0.479 -4.060 -2.951
C -0.336 -2.361 -6.227
H 1.025 2.406 2.549
C 1.705 1.576 2.403
C 3.939 0.681 2.380
H 3.649 2.062 -2.563
Sn -1.315 0.295 -1.642
C 2.071 -0.734 1.849
H -0.703 3.601 -0.071
C 1.190 0.328 2.049
C -2.497 1.972 2.708
N 1.148 3.701 -3.435
N 1.070 0.430 -1.751
N -0.545 -1.961 -2.485
H 3.466 2.722 2.827
C -2.980 2.311 1.355
C 2.083 -0.418 -1.410
C -0.202 -2.636 -4.753
P -0.570 0.175 1.598
C -0.815 -3.471 3.549
C -1.015 -1.511 2.164
H -2.161 -5.081 3.111
C -1.844 -4.082 2.844
N 2.970 1.395 -2.240
H -1.262 1.413 6.332
F 0.205 -3.355 -6.955
H -0.096 0.333 4.456
C -0.954 0.964 4.264
C -2.043 -2.135 1.459
C 0.357 -3.819 -4.316
C -1.382 1.143 2.950
C 0.000 4.404 -3.694
C 0.000 -3.109 -2.079
C -2.463 -3.413 1.800
H -0.324 -3.995 4.358
C -2.725 2.355 5.081
C -3.169 2.547 3.788
S -1.281 -0.142 -4.214
C 0.804 2.602 -2.726
F -1.621 -2.252 -6.600
C -1.013 3.697 -3.116
N -2.327 2.849 0.406
H -3.266 -3.885 1.249
H -2.070 3.900 -3.104
H -2.517 -1.609 0.636
O -1.008 3.133 0.718
H 0.706 -4.550 -5.032
F 0.292 -1.230 -6.596
C -1.612 1.567 5.320
H 4.100 -1.410 1.918
N -0.498 2.585 -2.512
H 0.937 -4.967 -2.587
C 3.072 1.749 2.563
H -4.024 3.183 3.595
C -0.405 -2.188 3.218
H 1.688 -1.705 1.557
C 1.627 1.516 -2.256
H -3.250 2.818 5.906
H 4.285 -0.173 -1.573
H 0.401 -1.723 3.770
H -4.038 2.202 1.135
H 2.063 3.950 -3.771
H 0.045 -3.258 -1.005
H -0.001 5.326 -4.247
C 3.434 -0.564 2.036
H 5.005 0.812 2.517
C -0.640 -1.688 -3.801

orbital gap = 7.6 eV
energy above the lowest of the compared OMol25 structures with the same formula, charge and spin = 0.307 eV
E_HOMO = -10.2 eV
spin multiplicity = 1
charge = +1

Atomic partial charges in e from the Mulliken method, atoms 1 to 8:
1 H 0.5612
2 C -1.0701
3 C -1.0503
4 C 0.5888
5 H 0.4620
6 C -0.7668
7 C -0.5752
8 H 0.1902

=====

(6)
This record from the Open Molecules 2025 dataset describes a structure of composition C47H47GeN2O9RbS4SeTe. The level of theory is ωB97M-V with the def2-TZVPD basis set.

Positions of all 113 atoms, in Å:
H -0.023 5.783 5.737
C -5.302 0.216 0.336
H 4.829 -0.763 3.397
C -4.351 -2.441 0.377
C 7.585 0.064 1.607
H -7.176 6.910 -0.532
H -6.173 -2.882 1.472
O -1.357 4.807 1.358
C 1.913 -0.400 3.429
C 2.213 3.990 -0.548
H -1.066 1.143 -1.925
H 1.414 3.335 -0.198
C 5.431 -0.419 2.566
C -0.530 4.884 5.407
H -6.656 1.830 0.822
C -5.302 3.932 -0.296
C 0.963 4.069 -3.540
H 7.285 -0.672 3.603
O -1.917 0.363 3.065
C -1.962 -5.324 -0.085
H -3.446 4.837 0.312
C -2.576 -3.993 -0.119
C 3.288 -0.131 1.270
H -0.959 4.166 7.389
H 3.763 -4.032 -2.209
C -5.138 6.230 -0.074
C -4.474 4.975 -0.002
H 7.552 0.781 -0.414
C 6.811 -0.370 2.677
C -0.378 -7.212 0.052
H -2.057 2.105 6.571
C -1.878 -2.900 -0.678
C -1.660 -7.626 -0.152
H 0.713 -0.468 5.208
C 2.110 2.322 3.908
C -1.676 2.837 5.871
H 3.126 -2.946 -4.804
H 4.756 5.187 -2.458
H 3.207 2.405 2.068
C -0.676 4.629 4.054
H 2.160 3.391 4.078
C -1.049 3.984 6.324
C 2.099 -2.690 -4.550
O -2.699 2.798 1.478
H 5.090 0.677 -0.602
C -3.577 -1.436 -0.230
C -4.074 -0.076 -0.273
N -3.321 0.858 -0.885
H 0.509 -7.817 0.143
C -5.608 -2.101 0.979
C -6.449 6.123 -0.422
S -1.426 3.411 1.778
H 0.136 1.161 -3.234
H 1.453 -3.552 -4.711
H 0.839 5.143 -3.700
H -1.942 -8.664 -0.257
C 1.306 0.155 4.551
H -0.876 -3.044 -1.079
H -4.655 7.170 0.152
C 4.798 -0.039 1.386
C 5.577 0.389 0.317
Ge 2.587 3.814 -2.446
H 4.516 2.170 -2.650
H -4.374 -4.530 0.907
H 0.915 1.952 5.652
O 2.908 0.680 0.157
C 6.961 0.442 0.429
C -3.818 -3.739 0.417
Rb -0.351 -0.133 0.937
C -1.317 3.481 3.587
H 3.414 1.988 -4.022
O -2.418 0.217 5.428
C -5.741 1.552 0.311
H -3.630 -6.641 -0.420
N -2.349 -1.680 -0.732
H 1.769 -1.876 -5.194
O 3.499 -2.512 1.586
Se -0.724 3.479 -2.756
H 2.019 0.399 -0.104
C 2.849 -1.624 1.033
H -0.308 5.331 3.319
H 3.118 3.763 0.016
C 2.608 0.406 2.533
O -0.267 2.630 1.343
H -3.130 2.831 -1.357
H 4.021 5.210 -4.067
Te 1.979 -2.031 -2.501
C 2.697 1.773 2.784
H 1.901 5.013 -0.329
C -4.970 2.502 -0.298
C 3.810 5.265 -2.997
S -2.628 0.955 4.188
H 2.109 -4.688 -2.036
H 1.843 -1.468 3.251
H 2.853 -3.766 -0.697
S -6.887 4.488 -0.700
C 3.464 2.133 -2.941
H 1.078 3.605 -4.522
H 3.020 1.267 -2.454
C -0.197 1.665 -2.326
H 8.664 0.107 1.695
S -0.272 -5.511 0.188
C -2.570 -6.540 -0.231
O 1.816 -1.750 0.310
C -1.811 2.553 4.512
C 1.411 1.514 4.796
H 0.610 1.672 -1.590
C 2.778 -3.870 -1.777
C -6.049 -0.826 0.971
O -4.018 1.276 3.923
C -3.755 2.082 -0.879
H -6.976 -0.561 1.465
H 3.372 6.241 -2.780

orbital gap = 6.9 eV
energy above the lowest of the compared OMol25 structures with the same formula, charge and spin = 0.816 eV
E_HOMO = -3.5 eV
spin multiplicity = 1
charge = -2

Atomic partial charges in e from the Mulliken method, atoms 1 to 8:
1 H 0.3551
2 C 1.5450
3 H 0.4342
4 C 1.4937
5 C -0.4296
6 H 0.4107
7 H 0.3714
8 O -0.8962

=====

- spin multiplicity of number 2 (CH2ClN2O2)?
  1

=====

- Number 4 is which compound?
  CH5N3